1.
The following is a DFT calculation (ωB97M-V/def2-TZVPD) of C45H38ClN2O7PSr as an isolated structure.

Values from the calculation:
* HOMO: -0.73 eV
* charge: -2
* lowest unoccupied orbital energy: 3.66 eV
* frontier orbital gap: 4.38 eV

Last column: Mulliken charge in e.
Cartesian coordinates (Å):
Sr  -1.866  -0.087  -0.998  2.113
Cl  -1.284  4.992  2.843  -0.147
P  -1.681  -1.421  -3.856  0.730
O  -3.493  3.801  -2.439  -0.864
O  -3.018  6.657  0.911  -0.629
O  -2.553  -3.120  -0.782  -0.716
O  0.153  0.294  -2.113  -0.138
O  -3.451  1.631  -1.859  -0.744
O  -3.428  5.980  -1.159  -0.572
O  -1.629  -1.798  0.758  -0.877
N  -1.566  2.727  1.472  0.350
N  -2.066  2.205  0.341  -0.309
C  -0.393  0.859  4.446  -0.789
C  2.136  -2.962  -4.012  -0.484
C  3.868  3.574  0.847  -0.213
C  -0.378  -3.757  -3.166  -0.472
C  3.369  5.461  2.921  -0.662
C  5.363  2.383  -0.857  0.528
C  6.671  1.426  -2.686  -0.540
C  7.807  2.501  -0.887  -0.638
C  -5.095  -5.672  4.627  -1.450
C  1.961  -4.223  -3.466  -0.395
C  3.001  1.863  -0.700  0.178
C  4.071  2.608  -0.228  -0.472
C  -1.110  1.758  3.671  -0.065
C  -2.355  -2.768  0.396  0.164
C  -5.225  -2.461  0.759  -1.546
C  0.699  -4.617  -3.032  -0.687
C  -1.827  4.049  1.540  0.239
C  2.867  3.377  1.814  -0.379
C  -0.809  1.863  2.323  -0.132
C  6.592  2.767  -0.277  -0.444
C  -3.008  -5.039  3.361  -0.946
C  -0.215  -2.498  -3.753  1.022
C  -4.445  -3.377  1.663  1.191
C  0.879  0.184  2.518  -0.385
C  5.454  1.688  -2.085  -0.516
C  -2.623  3.199  -0.328  -0.105
C  -3.019  5.778  0.076  0.413
C  -4.378  -4.911  3.542  0.730
C  -2.519  4.411  0.395  0.209
C  2.132  1.186  -1.273  0.509
C  0.594  0.069  3.870  -0.753
C  7.870  1.833  -2.105  -0.441
C  -5.080  -4.070  2.686  -1.030
C  -2.338  -4.349  2.355  0.929
C  4.602  4.772  0.960  -0.411
C  1.055  -2.100  -4.155  -0.151
C  0.181  1.091  1.736  -0.266
C  -3.066  -3.524  1.500  0.700
C  1.435  0.445  -2.253  -1.792
C  -3.252  2.852  -1.668  0.635
C  -2.756  -2.464  -4.931  -1.414
C  4.360  5.687  1.971  -0.600
C  -1.200  -0.105  -5.029  -1.298
C  -0.848  -4.480  2.188  -1.320
C  2.620  4.293  2.821  -0.211
H  -6.297  -2.560  0.932  0.360
H  8.821  1.627  -2.581  0.346
H  1.654  -0.414  2.057  0.497
H  0.560  -5.586  -2.568  0.385
H  -6.152  -3.949  2.819  0.310
H  -5.709  -6.473  4.209  0.282
H  -5.757  -5.018  5.198  0.339
H  -0.601  -4.886  1.204  0.288
H  -4.386  -6.124  5.322  0.347
H  -5.011  -2.679  -0.287  0.300
H  8.723  2.812  -0.394  0.330
H  -2.441  -5.685  4.024  0.249
H  -1.346  -4.045  -2.771  0.064
H  6.590  3.259  0.687  0.499
H  -0.857  -0.502  -5.988  0.346
H  3.178  6.180  3.709  0.361
H  4.943  6.602  2.007  0.338
H  -2.063  0.544  -5.186  0.423
H  -0.425  -5.136  2.950  0.371
H  0.446  1.225  0.690  0.461
H  -1.897  2.363  4.100  0.476
H  -0.412  0.486  -4.563  0.288
H  -3.044  -3.366  -4.391  0.374
H  -4.954  -1.417  0.941  0.217
H  -0.618  0.765  5.500  0.411
H  -3.664  -1.907  -5.168  0.406
H  1.228  -1.100  -4.521  -0.085
H  -2.250  -2.746  -5.857  0.364
H  -3.422  5.124  -1.717  0.463
H  1.143  -0.636  4.480  0.455
H  5.354  4.997  0.214  0.579
H  -0.371  -3.502  2.252  0.117
H  6.684  0.892  -3.630  0.366
H  1.837  4.086  3.542  0.408
H  2.282  2.470  1.763  0.472
H  3.124  -2.621  -4.294  0.390
H  2.810  -4.886  -3.345  0.357
H  4.538  1.347  -2.552  0.413

2.
The following is a DFT calculation (ωB97M-V/def2-TZVPD) of one molecule with the formula C2H3N2P at a distorted geometry.

Values from the calculation:
* HOMO (spin up / spin down): -8.30 / -9.00 eV
* spin multiplicity: 3
* expectation value of S²: 2.057
* lowest unoccupied orbital energy (spin up / spin down): 0.19 / -2.25 eV
* frontier orbital gap (spin up / spin down): 8.49 / 6.75 eV

Last column: Mulliken spin population.
Cartesian coordinates (Å):
P  1.001  -0.919  0.940  -0.078
N  -1.621  -0.199  -0.557  1.120
N  -0.274  -1.791  0.864  0.340
C  -0.652  0.557  -0.569  -0.087
C  0.640  0.494  0.028  0.607
H  -0.722  1.469  -1.163  0.072
H  -0.530  -2.676  1.250  -0.007
H  1.357  1.292  -0.094  0.032

3.
The following is a DFT calculation (ωB97M-V/def2-TZVPD) of a 2-piece molecular cluster, C5H10ClN overall at a distorted geometry.

Values from the calculation:
* HOMO (spin up / spin down): -5.27 / -9.40 eV
* spin multiplicity: 3
* expectation value of S²: 2.006
* lowest unoccupied orbital energy (spin up / spin down): 0.92 / -2.23 eV
* frontier orbital gap (spin up / spin down): 6.20 / 7.17 eV

Last column: Mulliken spin population.
Cartesian coordinates (Å):
Cl  -2.434  1.373  -0.044  0.001
N  1.228  0.263  -0.967  1.061
C  2.388  0.202  -0.481  0.688
C  3.147  1.135  0.515  0.099
C  -1.331  -0.886  0.680  -0.010
C  -3.393  -0.813  -0.845  -0.002
C  -2.371  -0.300  -0.175  0.015
H  -0.279  -0.353  0.581  0.005
H  3.713  0.441  1.001  0.004
H  -3.582  -1.865  -0.997  0.000
H  -1.676  -0.845  1.623  -0.003
H  0.582  0.899  -0.614  0.003
H  2.442  1.662  1.201  0.009
H  3.762  1.820  0.025  0.036
H  -4.209  -0.256  -1.185  0.000
H  -0.971  -1.887  0.461  0.003
H  2.983  -0.589  -0.779  0.090

4.
The following is a DFT calculation (ωB97M-V/def2-TZVPD) of an isolated ion of composition C6H12BN2O2 and charge +1 at a distorted geometry.

Values from the calculation:
* HOMO: -13.19 eV
* charge: +1
* SMILES string: C[C@H]1C=CC=N[C@@]1([NH3+])B(O)O
* lowest unoccupied orbital energy: -3.23 eV
* frontier orbital gap: 9.96 eV

Last column: Mulliken charge in e.
Cartesian coordinates (Å):
O  0.723  -1.291  -1.705  -0.431
O  2.621  -0.323  -0.606  -0.520
N  -0.208  -1.637  0.840  -0.654
N  1.211  0.194  1.714  -0.150
C  -0.272  2.161  -0.337  -1.167
C  -1.265  -1.936  0.251  -0.131
C  0.363  -0.237  0.470  -0.109
C  -1.903  0.325  -0.496  -0.665
C  -2.105  -1.002  -0.528  -0.646
C  -0.759  0.836  0.398  0.237
B  1.337  -0.620  -0.773  0.748
H  -1.151  1.060  1.485  0.407
H  -2.540  1.030  -0.908  0.538
H  -2.926  -1.384  -1.064  0.475
H  -1.493  -3.002  0.442  0.445
H  -1.003  2.923  -0.489  0.458
H  1.831  -0.611  1.970  0.369
H  0.267  1.639  -1.238  0.253
H  1.374  -1.627  -2.352  0.303
H  1.588  1.017  1.329  0.329
H  0.581  0.309  2.444  0.333
H  3.290  -0.585  -1.231  0.327
H  0.437  2.761  0.383  0.250

5.
The following is a DFT calculation (ωB97M-V/def2-TZVPD) of a 3-piece molecular cluster, C2H5O8S2 overall at a distorted geometry.

Values from the calculation:
* HOMO: -5.72 eV
* charge: -1
* lowest unoccupied orbital energy: 3.11 eV
* frontier orbital gap: 8.83 eV

Last column: Mulliken charge in e.
Cartesian coordinates (Å):
S  2.957  0.124  -0.647  0.028
S  -0.608  0.942  -0.549  1.095
O  -2.179  1.547  1.534  -0.477
O  0.163  -0.286  -0.781  -0.683
O  -1.729  1.070  -1.473  -0.731
O  0.252  2.134  -0.505  -0.819
O  -1.695  -2.050  -0.404  -0.382
O  2.557  1.363  0.307  -0.480
O  -2.462  -0.953  0.056  -0.435
O  1.752  -1.311  1.195  -0.482
C  2.220  -1.273  0.088  0.133
C  -1.268  0.865  1.183  0.261
H  -0.814  -1.625  -0.579  0.462
H  -0.674  0.209  1.833  0.340
H  1.658  1.721  0.011  0.450
H  -2.463  -0.326  -0.704  0.420
H  2.332  -2.150  -0.565  0.302